1.
14
Properties=species:S:1:pos:R:3:lowdin_charge:R:1 method="wB97M-V/def2-TZVPD" homo_ev=-8.749 homo_lumo_gap_ev=9.656 fmax_ev_per_a=3.9
C 0.290 -1.016 0.980 -0.510
C -0.960 0.337 -0.698 -0.195
C 0.069 1.578 -0.643 -0.041
C 0.475 0.238 -1.015 -0.357
H -0.268 -1.954 2.447 0.070
H -1.564 0.141 1.360 0.166
H -1.854 0.136 -1.262 0.124
H -0.111 2.172 -1.687 0.149
H 0.369 2.057 0.310 0.112
H 0.758 0.084 -2.053 0.141
H 2.077 -0.875 -0.145 0.149
N 0.643 -1.827 1.891 0.088
N -1.013 -0.428 0.588 0.030
N 1.089 -0.642 -0.072 0.077

2.
14
Properties=species:S:1:pos:R:3:lowdin_charge:R:1 method="wB97M-V/def2-TZVPD" homo_ev=-7.406 homo_lumo_gap_ev=8.491 smiles=Nc1c[nH]c(N)c1 fmax_ev_per_a=0.3
N -2.525 -0.251 -0.131 0.076
C -1.125 -0.049 -0.064 -0.394
C -0.049 -0.902 0.046 -0.007
C 1.123 -0.096 0.153 -0.357
N 2.430 -0.591 0.356 0.062
C 0.722 1.219 0.094 -0.090
N -0.651 1.227 -0.033 0.051
H -2.831 -0.507 -1.065 0.076
H -2.804 -0.993 0.500 0.076
H -0.088 -1.984 0.078 0.102
H 3.130 0.125 0.204 0.076
H 2.632 -1.370 -0.258 0.077
H 1.282 2.136 0.196 0.105
H -1.246 2.037 -0.077 0.147

3.
14
Properties=species:S:1:pos:R:3:lowdin_charge:R:1 method="wB97M-V/def2-TZVPD" homo_ev=-9.905 homo_lumo_gap_ev=10.193 smiles="CC1=NN=N[C@H]1C" fmax_ev_per_a=1.0
C 1.812 0.363 -0.343 -0.046
N 1.072 -0.805 1.334 -0.013
C 0.484 0.263 0.538 -0.281
C -0.780 -0.404 0.058 -0.310
C -2.056 0.192 -0.476 -0.032
N -0.705 -1.659 0.334 0.080
N 0.510 -1.873 1.043 -0.014
H 2.222 -0.595 -0.702 0.087
H 2.590 0.787 0.310 0.081
H 1.612 1.017 -1.177 0.063
H 0.336 1.251 0.995 0.145
H -2.837 -0.575 -0.526 0.080
H -2.427 0.998 0.173 0.082
H -1.924 0.614 -1.475 0.078

4.
14
Properties=species:S:1:pos:R:3:lowdin_charge:R:1 method="wB97M-V/def2-TZVPD" homo_ev=-9.033 homo_lumo_gap_ev=10.068 smiles="C1=NC[C@@H]2CN2N1" fmax_ev_per_a=6.5
C -0.016 0.264 1.455 -0.198
C 0.000 -1.542 0.040 -0.274
C 0.256 1.781 -0.850 -0.087
C 0.329 0.889 0.189 -0.411
H 0.611 0.433 2.339 0.115
H -0.947 0.452 1.895 0.092
H -0.320 -2.659 -0.265 0.149
H -0.573 -1.270 -1.910 0.156
H 1.201 1.962 -1.373 0.108
H -0.336 2.804 -0.986 0.147
H 1.257 0.413 0.037 0.122
N -0.074 -1.215 1.298 0.062
N 0.053 -0.823 -1.138 -0.014
N -0.595 0.539 -0.837 0.034

5.
14
Properties=species:S:1:pos:R:3:lowdin_charge:R:1 method="wB97M-V/def2-TZVPD" homo_ev=-8.937 homo_lumo_gap_ev=9.829 smiles=CCc1c[nH]nn1 fmax_ev_per_a=1.7
C 1.386 1.016 0.643 -0.115
C -0.077 1.333 0.061 -0.180
C -1.066 0.116 -0.155 -0.230
C -1.230 -0.909 -1.132 -0.033
N -0.709 -1.988 -0.495 -0.024
N -0.352 -1.737 0.770 0.005
N -0.682 -0.532 0.987 -0.037
H 1.999 1.925 0.522 0.062
H 1.451 0.774 1.717 0.063
H 1.939 0.224 0.119 0.061
H -0.510 2.027 0.785 0.092
H 0.091 1.775 -0.908 0.081
H -1.692 -1.093 -2.116 0.114
H -0.547 -2.930 -0.799 0.141

6.
14
Properties=species:S:1:pos:R:3:lowdin_charge:R:1 method="wB97M-V/def2-TZVPD" homo_ev=-8.190 homo_lumo_gap_ev=9.265 smiles=CNc1cc[nH]n1 fmax_ev_per_a=1.8
C -1.303 0.988 -1.421 -0.122
N -1.093 -0.396 -0.973 -0.026
C -0.204 -0.646 0.093 -0.367
N 0.156 -1.800 0.686 0.080
N 1.295 -1.409 1.523 -0.028
C 1.564 -0.109 1.340 -0.156
C 0.592 0.427 0.561 -0.082
H -0.341 1.485 -1.597 0.074
H -1.844 1.024 -2.377 0.081
H -1.874 1.601 -0.704 0.081
H -1.853 -1.022 -1.195 0.117
H 2.058 -1.975 1.921 0.148
H 2.480 0.379 1.648 0.115
H 0.344 1.465 0.508 0.083

7.
14
Properties=species:S:1:pos:R:3:lowdin_charge:R:1 method="wB97M-V/def2-TZVPD" homo_ev=-9.153 homo_lumo_gap_ev=9.679 fmax_ev_per_a=1.2
C 1.478 1.528 0.875 -0.096
C 0.442 0.820 0.011 -0.260
N 0.075 -0.442 0.663 -0.055
C -0.719 -1.442 0.301 -0.102
N -1.304 -1.259 -0.934 -0.012
C -2.115 -2.248 -1.374 -0.323
N -2.807 -3.101 -1.745 0.141
H 2.375 0.909 0.983 0.081
H 1.073 1.722 1.875 0.080
H 1.775 2.486 0.441 0.077
H 0.856 0.621 -0.987 0.115
H -0.447 1.452 -0.113 0.117
H 0.500 -0.579 1.569 0.107
H -1.181 -0.468 -1.565 0.132

8.
14
Properties=species:S:1:pos:R:3:lowdin_charge:R:1 method="wB97M-V/def2-TZVPD" homo_ev=-7.338 homo_lumo_gap_ev=8.292 smiles=Nc1c[nH]c(N)c1 fmax_ev_per_a=1.5
N -2.486 -0.328 0.128 0.101
C -1.113 -0.087 0.024 -0.387
C -0.025 -0.922 0.240 -0.001
C 1.121 -0.117 0.057 -0.378
N 2.477 -0.486 0.192 0.063
C 0.738 1.188 -0.200 -0.133
N -0.669 1.164 -0.228 0.046
H -3.015 -0.116 -0.707 0.086
H -2.682 -1.265 0.451 0.085
H -0.039 -1.934 0.620 0.101
H 3.045 0.343 0.020 0.078
H 2.697 -1.123 -0.569 0.084
H 1.196 1.784 0.584 0.112
H -1.246 1.899 -0.612 0.144

9.
14
Properties=species:S:1:pos:R:3:lowdin_charge:R:1 method="wB97M-V/def2-TZVPD" homo_ev=-6.561 homo_lumo_gap_ev=7.555 smiles="NC1=C[C@]2(N)N[C@H]12" fmax_ev_per_a=0.6
N 0.392 1.724 1.310 0.140
C 0.541 0.708 0.394 -0.480
C -0.223 0.680 -0.886 -0.006
C -0.486 -0.639 -0.807 -0.375
N -1.207 -1.506 -1.571 0.122
C 0.207 -1.033 0.459 -0.115
N 1.517 -0.268 0.482 0.062
H 0.901 1.715 2.183 0.092
H -0.471 2.247 1.295 0.095
H -0.289 1.426 -1.668 0.084
H -0.948 -2.476 -1.475 0.093
H -1.458 -1.209 -2.503 0.097
H -0.384 -1.040 1.366 0.092
H 1.908 -0.328 1.421 0.099

10.
14
Properties=species:S:1:pos:R:3:lowdin_charge:R:1 method="wB97M-V/def2-TZVPD" homo_ev=-8.711 homo_lumo_gap_ev=9.410 fmax_ev_per_a=0.6
C 2.146 0.391 0.108 -0.097
N 0.967 0.490 -0.732 -0.071
C -0.180 0.975 -0.286 -0.160
N -1.234 1.167 -0.944 -0.096
N -2.397 0.715 -1.091 0.028
C -1.633 -1.406 0.942 -0.025
C -0.738 -1.768 1.662 -0.011
H 1.938 0.917 1.042 0.083
H 2.377 -0.656 0.335 0.077
H 3.014 0.850 -0.377 0.078
H 1.007 0.014 -1.627 0.139
H -2.926 1.417 -1.621 0.050
H -2.389 -1.022 0.278 -0.008
H 0.047 -2.084 2.313 0.013

11.
14
Properties=species:S:1:pos:R:3:lowdin_charge:R:1 method="wB97M-V/def2-TZVPD" homo_ev=-7.036 homo_lumo_gap_ev=8.102 smiles=Nc1c[nH]c(N)c1 fmax_ev_per_a=5.4
N -2.441 -0.350 0.174 0.093
C -1.113 0.007 0.034 -0.429
C 0.039 -0.737 0.046 -0.079
C 1.188 -0.001 0.260 -0.260
N 2.410 -0.658 0.328 0.063
C 0.593 1.306 -0.392 -0.060
N -0.768 1.286 -0.171 0.043
H -2.939 -0.604 -0.663 0.078
H -2.554 -1.158 0.758 0.075
H 0.044 -1.786 -0.129 0.101
H 3.260 -0.131 0.340 0.072
H 2.542 -1.482 -0.249 0.086
H 1.122 2.225 -0.267 0.059
H -1.384 2.082 -0.066 0.157

12.
14
Properties=species:S:1:pos:R:3:lowdin_charge:R:1 method="wB97M-V/def2-TZVPD" homo_ev="-10.441 / -6.987" homo_lumo_gap_ev="10.270 / 5.352" fmax_ev_per_a=3.0
C 0.265 2.080 0.852 -0.119
C -0.210 0.964 0.003 -0.226
N -0.101 -0.318 0.339 -0.016
C -0.551 -1.324 -0.517 -0.457
N -1.270 -1.126 -1.552 0.150
C -0.063 -2.653 -0.229 -0.160
N 0.237 -3.769 -0.187 0.159
H 1.100 1.783 1.475 0.051
H -0.597 2.394 1.462 0.083
H 0.574 2.935 0.242 0.081
H 2.149 0.272 0.076 0.165
H -0.959 1.207 -0.765 0.112
H 0.833 -0.429 0.841 0.108
H -1.408 -2.016 -2.040 0.069

13.
14
Properties=species:S:1:pos:R:3:lowdin_charge:R:1 method="wB97M-V/def2-TZVPD" homo_ev=-9.272 homo_lumo_gap_ev=9.452 smiles="NCC1C=NN=C1" fmax_ev_per_a=5.8
C 1.672 -0.091 0.537 -0.298
C 0.173 -0.112 0.774 -0.318
C -0.714 -1.191 0.108 -0.042
C -0.533 1.116 0.231 -0.144
H 1.804 1.033 -1.441 0.165
H 2.926 -0.244 -0.987 0.059
H 2.168 0.795 1.078 0.116
H 2.209 -0.992 1.089 0.144
H -0.392 -0.043 1.776 0.180
H -0.486 -2.173 -0.340 0.108
H -0.286 2.220 0.367 0.134
N 1.911 -0.027 -0.929 -0.046
N -1.884 -0.579 -0.384 -0.004
N -1.675 0.759 -0.321 -0.054

14.
14
Properties=species:S:1:pos:R:3:lowdin_charge:R:1 method="wB97M-V/def2-TZVPD" homo_ev=-9.755 homo_lumo_gap_ev=10.656 smiles=CCn1cncn1 fmax_ev_per_a=7.0
C -2.349 -0.190 -0.555 -0.135
C -1.590 0.242 0.593 -0.211
C 0.779 1.130 -0.090 -0.136
C 1.733 -0.723 -0.117 -0.305
H -1.796 -1.101 -1.172 0.140
H -3.367 -0.568 -0.293 0.083
H -2.367 0.624 -1.285 0.071
H -1.781 1.166 1.027 0.089
H -1.504 -0.610 1.424 0.158
H 0.557 2.220 0.106 0.142
H 2.709 -1.385 0.036 0.146
N -0.126 0.115 0.199 -0.161
N 1.914 0.534 -0.260 0.027
N 0.514 -1.091 0.229 0.093

15.
14
Properties=species:S:1:pos:R:3:lowdin_charge:R:1 method="wB97M-V/def2-TZVPD" homo_ev=-7.811 homo_lumo_gap_ev=8.926 smiles=CNc1cc[nH]n1 fmax_ev_per_a=0.3
C 2.139 -0.029 0.281 -0.123
N 1.218 0.387 -0.741 -0.035
C -0.126 0.282 -0.471 -0.396
N -1.080 0.475 -1.373 0.071
N -2.213 0.073 -0.730 -0.052
C -1.989 -0.349 0.528 -0.119
C -0.648 -0.182 0.761 -0.050
H 1.746 -0.954 0.717 0.074
H 3.110 -0.257 -0.161 0.081
H 2.263 0.697 1.102 0.084
H 1.519 0.961 -1.510 0.125
H -3.094 0.048 -1.216 0.142
H -2.752 -0.804 1.145 0.112
H -0.095 -0.351 1.667 0.086

16.
14
Properties=species:S:1:pos:R:3:lowdin_charge:R:1 method="wB97M-V/def2-TZVPD" homo_ev=-9.546 homo_lumo_gap_ev=10.437 smiles=CCc1c[nH]nn1 fmax_ev_per_a=0.7
C -1.795 0.746 0.034 -0.106
C -1.123 -0.629 -0.091 -0.210
C 0.337 -0.513 0.191 -0.326
C 1.372 -0.403 -0.693 -0.058
N 2.430 -0.031 0.070 -0.019
N 2.066 0.097 1.361 -0.016
N 0.822 -0.226 1.443 0.045
H -2.867 0.684 -0.179 0.068
H -1.665 1.144 1.045 0.072
H -1.353 1.466 -0.664 0.074
H -1.590 -1.339 0.596 0.108
H -1.251 -1.008 -1.110 0.107
H 1.468 -0.562 -1.757 0.118
H 3.148 0.588 -0.267 0.144

17.
14
Properties=species:S:1:pos:R:3:lowdin_charge:R:1 method="wB97M-V/def2-TZVPD" homo_ev=-8.674 homo_lumo_gap_ev=9.413 smiles="C1=NC=NCCN1" fmax_ev_per_a=6.1
C -0.608 1.013 -0.348 -0.177
C 0.654 0.898 0.624 -0.155
C 1.557 -0.877 -0.470 -0.276
C -0.813 -1.281 0.076 -0.197
H -1.204 1.923 0.033 0.127
H -0.237 1.391 -1.299 0.098
H 0.954 1.811 1.199 0.095
H 0.482 0.070 1.420 0.108
H 2.226 -1.581 -0.893 0.083
H -1.613 -2.054 0.255 0.132
H -2.361 -0.010 -0.207 0.082
N 1.893 0.371 -0.363 0.058
N 0.524 -1.478 0.350 -0.015
N -1.453 -0.196 -0.377 0.037

18.
14
Properties=species:S:1:pos:R:3:lowdin_charge:R:1 method="wB97M-V/def2-TZVPD" charge=+2 homo_ev="-18.636 / -18.644" homo_lumo_gap_ev="8.169 / 7.730" fmax_ev_per_a=5.7
C -0.356 -0.381 -2.162 0.342
C 0.616 1.595 -1.315 -0.066
C -0.552 0.737 0.482 0.058
C 0.046 -1.496 1.369 0.004
N 0.185 0.603 -1.942 0.125
N 0.245 1.619 -0.011 0.184
N -0.815 -0.377 1.059 0.090
H -0.291 -1.422 -2.132 0.135
H 1.299 2.363 -1.785 0.211
H -0.302 -2.402 0.807 0.133
H 0.066 -1.469 2.527 0.161
H 1.154 -1.393 1.117 0.136
H 0.499 2.467 0.631 0.282
H -1.794 -0.445 1.354 0.205